[1]
Below is a cluster of 13 separate species, C26H78O19 in total, with properties calculated with wB97M-V/def2-TZVPD.

Values from the calculation:
Orbital gap   10.046 eV
Multiplicity   1
LUMO energy   0.109 eV
M   694.89 g/mol
Total energy   -2466.563991 hartree
Energy relative to the best compared isomer or geometry (same formula, charge and spin)   147.4 kcal per mole
Charge   0

Last column: Löwdin charge in e.
Cartesian coordinates (Å):
C: 3.119 -1.049 8.883  -0.0867
C: 1.834 -0.873 8.057  -0.3355
O: 0.883 -1.787 8.534  -0.0720
H: 3.481 -2.061 8.703  0.0716
H: 3.149 -0.748 9.930  0.0727
H: 3.928 -0.472 8.434  0.0613
H: 2.006 -1.090 7.002  0.1067
H: 1.536 0.175 8.062  0.1005
H: 0.383 -2.076 7.768  0.0811
C: 7.094 1.792 4.150  -0.0610
C: 5.583 2.136 3.975  -0.3583
O: 5.078 1.178 3.170  -0.0743
H: 7.284 1.814 5.223  0.0629
H: 7.715 2.512 3.617  0.0624
H: 7.416 0.805 3.820  0.0692
H: 5.256 3.135 3.687  0.1094
H: 5.091 2.005 4.939  0.0983
H: 4.128 1.128 3.302  0.0922
C: -5.047 -1.611 7.884  -0.1043
C: -4.845 -1.478 6.375  -0.3117
O: -3.566 -0.849 6.105  -0.0841
H: -5.277 -0.679 8.401  0.0667
H: -4.123 -2.036 8.276  0.0774
H: -5.956 -2.205 7.986  0.0718
H: -5.716 -0.959 5.976  0.1028
H: -4.948 -2.503 6.021  0.1073
H: -3.684 0.050 6.421  0.0746
C: -6.554 -6.348 -0.542  -0.0839
C: -6.412 -5.396 0.626  -0.3753
O: -6.103 -6.074 1.767  -0.0635
H: -7.438 -5.949 -1.039  0.0678
H: -6.773 -7.394 -0.327  0.0775
H: -5.691 -6.238 -1.200  0.0698
H: -7.419 -5.009 0.783  0.0987
H: -5.810 -4.505 0.450  0.1204
H: -6.877 -6.624 1.908  0.0885
C: 9.123 -1.156 -1.386  -0.0887
C: 7.625 -1.581 -1.187  -0.3291
O: 7.410 -1.937 0.148  -0.0681
H: 9.124 -0.848 -2.432  0.0637
H: 9.779 -2.024 -1.326  0.0633
H: 9.488 -0.453 -0.637  0.0669
H: 7.443 -2.231 -2.043  0.1042
H: 6.990 -0.736 -1.450  0.1007
H: 7.136 -1.164 0.647  0.0858
C: 0.630 -0.165 -0.699  -0.0889
C: -0.470 -0.254 0.433  -0.3046
O: 0.037 0.312 1.631  -0.0780
H: 0.202 -0.432 -1.665  0.0637
H: 1.473 -0.834 -0.522  0.0646
H: 1.041 0.831 -0.865  0.0624
H: -0.530 -1.342 0.459  0.1000
H: -1.392 0.197 0.067  0.1042
H: -0.566 0.005 2.312  0.0767
C: -7.143 1.234 -0.319  -0.0833
C: -6.828 1.334 -1.814  -0.2934
O: -6.652 0.087 -2.566  -0.0927
H: -8.158 1.586 -0.137  0.0585
H: -6.493 1.959 0.172  0.0713
H: -7.245 0.206 0.027  0.0763
H: -5.844 1.801 -1.862  0.0926
H: -7.408 2.103 -2.323  0.1021
H: -5.872 0.180 -3.119  0.0687
C: -3.833 6.889 -0.279  -0.2307
C: -5.099 7.059 -1.146  -0.2409
O: -4.669 7.674 -2.334  -0.0730
O: -3.141 5.702 -0.666  -0.0837
H: -4.070 6.592 0.743  0.1151
H: -3.112 7.705 -0.311  0.1187
H: -5.758 7.757 -0.629  0.1085
H: -5.688 6.170 -1.371  0.1239
H: -4.461 8.576 -2.081  0.0858
H: -2.896 5.846 -1.583  0.0761
C: -3.634 -1.770 -7.710  -0.2521
C: -3.179 -1.567 -9.216  -0.2428
O: -1.805 -1.835 -9.415  -0.0690
O: -2.896 -0.976 -6.838  -0.0452
H: -3.479 -2.827 -7.493  0.1101
H: -4.719 -1.666 -7.701  0.1160
H: -3.331 -0.527 -9.506  0.1105
H: -3.850 -2.089 -9.897  0.1087
H: -1.572 -1.499 -10.283  0.0875
H: -2.024 -1.099 -7.220  0.0762
C: 4.890 -2.630 -7.357  -0.2818
C: 4.566 -3.047 -8.780  -0.1765
O: 3.691 -2.068 -9.512  -0.1028
O: 3.883 -1.993 -6.639  -0.0521
H: 5.722 -1.927 -7.314  0.1174
H: 5.203 -3.544 -6.853  0.1172
H: 3.978 -3.963 -8.841  0.1099
H: 5.490 -3.193 -9.340  0.1135
H: 2.771 -2.221 -9.283  0.0651
H: 4.062 -1.052 -6.700  0.0900
C: 0.368 4.595 -5.383  -0.2472
C: 1.488 4.211 -6.382  -0.2667
O: 2.512 3.721 -5.620  -0.0534
O: 0.690 5.590 -4.433  -0.0687
H: -0.037 3.723 -4.869  0.1134
H: -0.501 5.039 -5.869  0.1145
H: 1.830 5.046 -6.992  0.1252
H: 1.057 3.385 -6.948  0.1147
H: 3.304 4.207 -5.861  0.0945
H: 1.586 5.456 -4.116  0.0738
C: 0.986 6.587 6.518  -0.2231
C: 0.392 5.724 5.455  -0.2725
O: 1.083 5.797 4.241  -0.0743
O: 0.048 6.593 7.627  -0.0785
H: 1.058 7.622 6.181  0.1159
H: 2.009 6.356 6.816  0.1209
H: -0.652 5.859 5.174  0.1270
H: 0.530 4.685 5.756  0.1182
H: 0.704 5.244 3.553  0.0891
H: 0.299 7.263 8.268  0.0775
C: 2.858 -6.831 1.291  -0.2211
C: 2.155 -8.117 1.818  -0.2386
O: 0.844 -8.253 1.351  -0.0719
O: 3.697 -6.118 2.224  -0.0831
H: 2.143 -6.213 0.749  0.1073
H: 3.562 -7.063 0.491  0.1049
H: 2.098 -7.995 2.899  0.1123
H: 2.708 -9.033 1.610  0.1211
H: 0.252 -7.509 1.489  0.0892
H: 4.267 -5.443 1.847  0.0799


[2]
Below is a cluster of 11 separate species, C26H79N17O11 in total, with properties calculated with wB97M-V/def2-TZVPD.

Values from the calculation:
Orbital gap   8.709 eV
Multiplicity   1
LUMO energy   -0.102 eV
M   806.03 g/mol
Total energy   -2796.507711 hartree
Energy relative to the best compared isomer or geometry (same formula, charge and spin)   118.1 kcal per mole
SMILES   COC[C@H](C)N.COC[C@H](C)N.COC[C@H](C)N.COC[C@H](C)N.COC[C@H](C)N.NC(N)=O.NC(N)=O.NC(N)=O.NC(N)=O.NC(N)=O.NC(N)=O
Charge   0

Last column: Löwdin charge in e.
Cartesian coordinates (Å):
C: 1.647 0.936 -3.238  -0.7088
O: 1.003 0.877 -2.242  0.0218
N: 1.113 0.801 -4.486  0.1446
N: 2.874 1.459 -3.314  0.1734
H: 0.111 0.679 -4.525  0.0135
H: 1.445 1.456 -5.179  0.0941
H: 3.271 1.672 -2.410  0.1008
H: 3.340 1.315 -4.199  0.1148
C: -4.475 1.573 -1.556  -0.8465
O: -3.489 2.009 -1.035  0.0278
N: -4.650 0.414 -2.118  0.2056
N: -5.550 2.186 -1.381  0.1784
H: -5.603 0.117 -2.273  0.1171
H: -3.897 -0.258 -2.153  0.0989
H: -5.466 3.065 -0.891  0.1367
H: -6.361 1.672 -1.694  0.1217
C: 5.120 1.381 2.090  -0.7890
O: 6.006 0.975 1.368  0.0200
N: 4.534 2.575 2.041  0.1701
N: 4.631 0.709 3.070  0.1646
H: 4.668 3.131 1.208  0.1104
H: 3.736 2.627 2.658  0.0693
H: 4.931 -0.187 3.426  0.1262
H: 4.014 1.239 3.669  0.0447
C: -2.395 -2.662 -3.839  -0.7541
O: -3.048 -1.737 -4.366  -0.0238
N: -1.663 -2.567 -2.774  0.1909
N: -2.333 -3.840 -4.385  0.1604
H: -1.749 -1.810 -2.111  0.0540
H: -1.402 -3.489 -2.455  0.1096
H: -2.748 -3.785 -5.305  0.1224
H: -1.643 -4.524 -4.112  0.1164
C: 1.576 1.999 4.764  -0.7835
O: 2.779 2.099 4.648  0.0056
N: 1.005 1.204 5.626  0.1886
N: 0.745 2.559 3.972  0.2028
H: 1.615 0.520 6.051  0.1232
H: -0.003 1.206 5.683  0.1013
H: -0.230 2.316 4.078  0.0475
H: 1.151 3.223 3.328  0.1060
C: -2.832 1.770 3.440  -0.8034
O: -1.922 1.973 4.214  0.0436
N: -3.685 0.832 3.514  0.1716
N: -3.242 2.489 2.498  0.2059
H: -3.653 0.234 4.327  0.1386
H: -4.449 0.848 2.854  0.1204
H: -4.195 2.379 2.180  0.1265
H: -2.651 3.272 2.259  0.1161
C: 1.544 3.236 0.019  -0.0358
C: 0.021 3.447 -0.147  -0.4324
C: -0.620 4.612 0.679  -0.1608
O: -0.379 4.444 2.060  -0.2345
C: -0.757 5.442 2.933  -0.1223
N: -0.168 3.699 -1.526  0.0485
H: 2.114 4.162 -0.057  0.0869
H: 1.990 2.386 -0.496  0.0549
H: 1.656 2.955 1.066  0.0445
H: -0.566 2.543 0.011  0.1127
H: -1.664 4.610 0.365  0.1207
H: -0.065 5.492 0.355  0.1284
H: -1.727 5.871 2.683  0.0857
H: -0.003 6.228 2.882  0.0954
H: -0.902 4.990 3.914  0.0876
H: -1.165 3.613 -1.660  0.0358
H: 0.260 2.883 -1.939  0.0454
C: -1.843 -0.975 1.246  -0.0492
C: -0.734 -0.514 0.380  -0.4256
C: 0.426 -1.546 0.261  -0.1233
O: 1.076 -1.809 1.538  -0.2298
C: 1.647 -0.636 2.122  -0.0826
N: -1.295 -0.299 -0.923  0.0288
H: -1.529 -1.092 2.283  0.0732
H: -2.219 -1.950 0.936  0.0816
H: -2.742 -0.359 1.241  0.0653
H: -0.385 0.499 0.581  0.1222
H: 1.211 -1.181 -0.401  0.1040
H: 0.144 -2.496 -0.192  0.1176
H: 2.229 -0.070 1.394  0.0826
H: 2.361 -0.777 2.934  0.0805
H: 0.859 0.010 2.506  0.0757
H: -1.846 0.539 -0.796  0.0460
H: -0.486 -0.116 -1.499  0.0368
C: -1.302 -4.695 2.127  -0.0693
C: -1.099 -3.988 3.486  -0.4349
C: -1.602 -4.935 4.579  -0.2027
O: -1.438 -4.334 5.849  -0.2124
C: -0.994 -5.172 6.931  -0.0918
N: 0.335 -3.681 3.544  0.0677
H: -0.982 -4.075 1.290  0.0497
H: -2.336 -5.031 2.045  0.0734
H: -0.641 -5.558 2.048  0.0789
H: -1.690 -3.072 3.456  0.1142
H: -1.011 -5.847 4.507  0.1279
H: -2.686 -5.044 4.538  0.1272
H: -0.842 -4.525 7.795  0.0809
H: -0.037 -5.657 6.736  0.0855
H: -1.773 -5.887 7.197  0.0808
H: 0.552 -2.980 2.850  0.0255
H: 0.329 -3.191 4.427  0.0628
C: -1.870 3.140 -4.189  -0.0454
C: -2.306 1.786 -4.735  -0.3919
C: -2.243 1.699 -6.289  -0.1784
O: -3.189 2.646 -6.798  -0.1803
C: -3.081 2.753 -8.241  -0.0891
N: -1.542 0.677 -4.138  0.0487
H: -2.256 3.937 -4.824  0.0797
H: -0.805 3.175 -4.414  0.0768
H: -2.176 3.355 -3.165  0.0529
H: -3.323 1.686 -4.353  0.1188
H: -2.310 0.685 -6.682  0.1270
H: -1.216 2.026 -6.454  0.1151
H: -3.307 1.799 -8.717  0.0797
H: -2.067 3.068 -8.486  0.0829
H: -3.774 3.433 -8.736  0.0814
H: -1.646 0.534 -3.143  0.0564
H: -1.922 -0.109 -4.646  0.0477
C: 4.660 -4.782 -1.515  -0.0415
C: 5.267 -4.032 -0.284  -0.4152
C: 4.703 -2.609 -0.108  -0.2002
O: 5.321 -1.767 -1.045  -0.1807
C: 4.532 -0.736 -1.539  -0.1346
N: 5.031 -4.807 0.913  0.0259
H: 5.106 -4.606 -2.494  0.0692
H: 3.600 -4.555 -1.629  0.0702
H: 4.813 -5.838 -1.289  0.0617
H: 6.330 -3.821 -0.402  0.1332
H: 4.960 -2.173 0.857  0.1205
H: 3.630 -2.429 -0.174  0.1101
H: 4.141 -0.119 -0.730  0.0719
H: 3.645 -1.173 -1.998  0.0809
H: 5.072 -0.059 -2.201  0.0866
H: 5.348 -4.297 1.725  0.0679
H: 5.668 -5.587 0.836  0.0676


[3]
Below is a cluster of 11 separate species, C26H79N5O11 in total, with properties calculated with wB97M-V/def2-TZVPD.

Values from the calculation:
Orbital gap   9.039 eV
Multiplicity   1
LUMO energy   0.393 eV
M   637.94 g/mol
Total energy   -2139.229840 hartree
Energy relative to the best compared isomer or geometry (same formula, charge and spin)   16.7 kcal per mole
SMILES   COC[C@H](C)N.COC[C@H](C)N.COC[C@H](C)N.COC[C@H](C)N.COC[C@H](C)N.CO.CO.CO.CO.CO.CO
Charge   0

Last column: Löwdin charge in e.
Cartesian coordinates (Å):
C: 3.548 -1.097 3.136  -0.1596
O: 4.026 -1.660 4.357  -0.1175
H: 4.383 -0.819 2.488  0.0756
H: 2.918 -1.802 2.593  0.0700
H: 2.911 -0.226 3.334  0.0663
H: 4.671 -1.045 4.716  0.0731
C: -3.787 2.036 0.273  -0.1343
O: -4.497 2.139 1.516  -0.1222
H: -3.923 1.051 -0.180  0.0627
H: -4.128 2.822 -0.409  0.0813
H: -2.720 2.176 0.442  0.0575
H: -5.404 1.904 1.297  0.0654
C: 1.916 1.377 -6.126  -0.1526
O: 3.339 1.285 -6.290  -0.1276
H: 1.455 1.617 -7.082  0.0763
H: 1.508 0.426 -5.774  0.0721
H: 1.671 2.145 -5.390  0.0679
H: 3.624 0.440 -5.937  0.0685
C: -0.454 1.013 5.548  -0.1507
O: -1.399 -0.002 5.938  -0.1350
H: 0.107 0.694 4.668  0.0602
H: -1.059 1.889 5.352  0.0764
H: 0.241 1.173 6.373  0.0791
H: -0.898 -0.806 6.095  0.0632
C: 3.824 2.329 -3.120  -0.1128
O: 4.133 2.174 -1.729  -0.1312
H: 2.947 1.731 -3.358  0.0583
H: 3.654 3.364 -3.407  0.0903
H: 4.658 1.918 -3.694  0.0800
H: 4.536 2.968 -1.371  0.0940
C: 4.567 -1.498 -0.749  -0.1504
O: 4.550 -0.174 -0.253  -0.1441
H: 5.329 -1.616 -1.526  0.0810
H: 4.801 -2.171 0.073  0.0769
H: 3.599 -1.787 -1.177  0.0536
H: 4.509 0.471 -0.973  0.0381
C: -0.414 1.011 1.200  -0.0524
C: 0.908 0.276 1.026  -0.3776
C: 0.871 -0.560 -0.260  -0.2004
O: 0.808 0.322 -1.362  -0.1807
C: 0.686 -0.358 -2.565  -0.1136
N: 2.021 1.268 0.955  0.0631
H: -1.221 0.314 1.461  0.0560
H: -0.704 1.438 0.237  0.0753
H: -0.398 1.778 1.969  0.0730
H: 1.081 -0.426 1.847  0.1092
H: -0.033 -1.185 -0.260  0.0892
H: 1.728 -1.245 -0.311  0.1065
H: 1.531 -1.010 -2.827  0.0951
H: 0.558 0.377 -3.364  0.0817
H: -0.232 -0.967 -2.593  0.0686
H: 2.896 0.735 0.973  0.0463
H: 2.017 1.505 -0.045  0.0689
C: 1.478 3.667 4.340  -0.0701
C: 2.053 4.499 3.195  -0.4310
C: 3.545 4.325 3.087  -0.2238
O: 4.174 5.385 2.397  -0.1887
C: 4.442 6.509 3.206  -0.1127
N: 1.349 4.186 1.919  0.0407
H: 1.955 3.947 5.283  0.0779
H: 1.702 2.605 4.171  0.0672
H: 0.401 3.762 4.454  0.0714
H: 1.786 5.541 3.405  0.1300
H: 3.789 3.398 2.567  0.1244
H: 3.976 4.234 4.101  0.1176
H: 5.186 7.114 2.687  0.0855
H: 4.859 6.206 4.172  0.0863
H: 3.547 7.124 3.346  0.0834
H: 1.802 4.756 1.207  0.0618
H: 1.602 3.224 1.651  0.0173
C: -0.038 -4.335 -1.282  -0.0619
C: 0.952 -4.529 -0.146  -0.4350
C: 0.300 -4.325 1.213  -0.2084
O: -0.350 -3.074 1.247  -0.2122
C: -0.830 -2.767 2.535  -0.1049
N: 1.598 -5.844 -0.257  0.0417
H: -0.792 -5.128 -1.318  0.0905
H: 0.486 -4.295 -2.239  0.0799
H: -0.566 -3.386 -1.177  0.0378
H: 1.720 -3.755 -0.271  0.1256
H: 1.052 -4.356 2.013  0.1263
H: -0.438 -5.128 1.382  0.1351
H: -0.032 -2.790 3.288  0.0934
H: -1.643 -3.445 2.824  0.0937
H: -1.239 -1.758 2.506  0.0640
H: 0.894 -6.546 -0.467  0.0680
H: 1.996 -6.114 0.638  0.0684
C: -3.182 0.988 -3.795  -0.0630
C: -3.013 0.553 -5.231  -0.4412
C: -2.881 -0.957 -5.372  -0.2241
O: -1.754 -1.416 -4.664  -0.2082
C: -1.825 -2.776 -4.286  -0.0992
N: -4.129 1.085 -6.044  0.0379
H: -3.317 2.062 -3.700  0.0812
H: -2.308 0.699 -3.208  0.0639
H: -4.058 0.500 -3.349  0.0839
H: -2.084 0.981 -5.624  0.1390
H: -2.746 -1.170 -6.443  0.1262
H: -3.806 -1.446 -5.032  0.1302
H: -0.920 -2.991 -3.712  0.0653
H: -1.901 -3.398 -5.178  0.0945
H: -2.632 -2.953 -3.565  0.0825
H: -4.988 0.626 -5.752  0.0704
H: -3.993 0.835 -7.019  0.0660
C: -4.844 -1.491 3.363  -0.0621
C: -5.055 -1.325 1.887  -0.4369
C: -3.771 -1.628 1.132  -0.2254
O: -3.961 -1.359 -0.236  -0.1877
C: -2.778 -1.533 -0.993  -0.0868
N: -6.182 -2.165 1.430  0.0466
H: -4.493 -2.490 3.630  0.0785
H: -5.778 -1.304 3.894  0.0804
H: -4.131 -0.753 3.742  0.0826
H: -5.300 -0.284 1.672  0.1187
H: -3.570 -2.713 1.237  0.1308
H: -2.911 -1.101 1.568  0.0980
H: -2.425 -2.569 -0.945  0.0811
H: -1.993 -0.840 -0.654  0.0792
H: -2.999 -1.240 -2.016  0.0649
H: -6.383 -1.916 0.465  0.0654
H: -5.858 -3.130 1.387  0.0702